1.
Entry from the Open Molecules 2025 dataset: one molecule with the formula C7H8IN (ωB97M-V/def2-TZVPD).

Positions of all 17 atoms, in Å:
C (0.9644, -2.4625, 0.1059)
C (0.1785, -1.2956, 0.5955)
C (0.0875, -0.1014, -0.0283)
N (0.7379, 0.2130, -1.2196)
C (0.4544, 1.4919, -1.5963)
C (-0.3684, 2.0677, -0.6847)
C (-0.6277, 1.1003, 0.3197)
C (-1.6490, 1.5114, 1.4957)
I (-2.2405, 0.2259, 3.0046)
H (0.2941, -3.2811, -0.1626)
H (1.6190, -2.8292, 0.8949)
H (1.5742, -2.2284, -0.7643)
H (-0.3603, -1.4494, 1.5138)
H (1.3013, -0.4280, -1.7450)
H (0.8522, 1.9041, -2.5043)
H (-0.7629, 3.0632, -0.7047)
H (-2.0547, 2.4982, 1.4797)

As for the SMILES: C/C=c1\[nH]cc\c1=C\I. The relative energy (zero: lowest compared OMol25 entry of this formula, charge and spin) is 0.000 eV. As for the orbital gap (spin up / spin down): 7.3 / 6.8 eV. For the HOMO energy (spin up / spin down), the calculation gives -7.2 / -6.7 eV. The calculation puts the lowest unoccupied orbital energy (spin up / spin down) at 0.11 / 0.13 eV.



2.
Entry from the Open Molecules 2025 dataset: one molecule with the formula C7H8INO2 (ωB97M-V/def2-TZVPD).

Positions of all 19 atoms, in Å:
C (0.0636, 1.1258, 2.5273)
O (-0.0244, 1.3485, 1.1553)
C (1.0619, 1.0496, 0.3766)
C (0.5785, 1.2025, -1.0992)
N (-0.8413, 0.9369, -1.2915)
C (-1.4119, -0.1613, -1.4050)
C (-0.5121, -1.3848, -1.6061)
C (-0.5747, -2.5927, -0.5825)
I (-1.0891, -4.6035, -0.1849)
C (0.2129, -1.4955, -0.3630)
O (1.0182, -0.6871, 0.4006)
H (0.0843, 0.0592, 2.8124)
H (-0.9323, 1.3738, 2.9540)
H (0.8120, 1.5633, 3.1065)
H (2.0837, 1.0699, 0.6302)
H (0.7680, 2.2146, -1.4251)
H (1.2093, 0.4696, -1.8160)
H (-2.4643, -0.1258, -1.5463)
H (-0.0424, -1.3629, -2.6434)

As for the SMILES: CO[C@@H]1CN=C[C@@H]2C(I)=C2O1. The relative energy (zero: lowest compared OMol25 entry of this formula, charge and spin) is 6.611 eV. As for the orbital gap: 8.2 eV. For the HOMO energy, the calculation gives -7.8 eV. The calculation puts the lowest unoccupied orbital energy at 0.40 eV.



3.
Entry from the Open Molecules 2025 dataset: an isolated ion of composition C7H8N and charge +1 (ωB97M-V/def2-TZVPD).

Positions of all 16 atoms, in Å:
C (1.0971, 1.7455, -0.0849)
C (0.0997, 0.6784, 0.0030)
C (0.0168, -0.7250, -0.0840)
C (1.0887, -1.7725, -0.2503)
C (-1.3513, -1.0500, 0.0781)
C (-1.8884, -0.0312, 1.1317)
N (-2.2769, 0.0136, -0.1321)
C (-1.3101, 1.1692, 0.2420)
H (0.9692, 2.4327, 0.7091)
H (0.6692, 2.3708, -0.9818)
H (2.0151, 1.3146, -0.1372)
H (0.9383, -2.7041, 0.4444)
H (2.0852, -1.4569, -0.1075)
H (0.9776, -2.0431, -1.3016)
H (-1.5919, -2.1213, 0.1352)
H (-1.5381, 2.1795, 0.3358)

As for the SMILES: CC1=C(C)[C@H]2C3=[N+]2[C@H]13. The relative energy (zero: lowest compared OMol25 entry of this formula, charge and spin) is 2.041 eV. As for the charge: +1. As for the orbital gap: 9.0 eV. For the HOMO energy, the calculation gives -15.2 eV. The calculation puts the lowest unoccupied orbital energy at -6.19 eV.



4.
Entry from the Open Molecules 2025 dataset: C7H8N as an isolated structure (ωB97M-V/def2-TZVPD).

Positions of all 16 atoms, in Å:
C (0.1745, 1.1470, -0.6228)
C (-0.5835, 0.1248, -0.2397)
C (2.3001, 0.6470, 0.6395)
C (1.5000, -1.1237, -0.8616)
C (1.6010, 0.8227, -0.6722)
C (1.6948, -0.6800, 0.4375)
C (-2.0262, -0.0609, 0.0126)
N (0.3106, -1.0117, 0.0005)
H (-0.1611, 2.1215, -0.9241)
H (3.3845, 0.5888, 0.6020)
H (1.9497, 1.2750, 1.4553)
H (1.7538, -1.8209, -1.6287)
H (-2.2753, 0.2265, 1.0356)
H (-2.3171, -1.0997, -0.1320)
H (-2.6099, 0.5604, -0.6607)
H (-0.1382, -1.8525, 0.3623)

The relative energy (zero: lowest compared OMol25 entry of this formula, charge and spin) is 3.374 eV. As for the charge: +1. As for the orbital gap (spin up / spin down): 8.2 / 8.2 eV. For the HOMO energy (spin up / spin down), the calculation gives -13.1 / -13.1 eV. The calculation puts the lowest unoccupied orbital energy (spin up / spin down) at -4.87 / -4.87 eV.



5.
Entry from the Open Molecules 2025 dataset: one molecule with the formula C7H8N2O (ωB97M-V/def2-TZVPD).

Positions of all 18 atoms, in Å:
H (2.7668, 1.2794, -1.3876)
N (2.5059, 1.1807, -0.1930)
C (1.9121, 0.0794, -0.2709)
O (1.9516, -0.2029, -1.8701)
C (0.6775, -0.3725, 0.3691)
C (0.2312, -1.6354, 0.3095)
C (-1.2673, -1.6576, 0.4027)
N (-1.6324, -0.3240, 0.8900)
C (-0.4333, 0.5296, 0.8944)
C (-0.6838, 1.7361, 0.0793)
C (-1.0229, 2.7545, -0.4807)
H (1.1310, -0.6771, -2.0732)
H (0.7967, -2.5106, -0.0131)
H (-1.6388, -2.4379, 1.0808)
H (-1.6967, -1.8680, -0.5923)
H (-1.9742, -0.4074, 1.8410)
H (-0.1939, 0.8746, 1.9116)
H (-1.4293, 3.6591, -0.8975)

As for the SMILES: [H]/N=C(\O)C1=CCN[C@@H]1C#C. The relative energy (zero: lowest compared OMol25 entry of this formula, charge and spin) is 5.386 eV. As for the orbital gap: 9.9 eV. For the HOMO energy, the calculation gives -9.5 eV. The calculation puts the lowest unoccupied orbital energy at 0.35 eV.



6.
Entry from the Open Molecules 2025 dataset: one molecule with the formula C7H8N2O (ωB97M-V/def2-TZVPD).

Positions of all 18 atoms, in Å:
C (-3.4470, 0.0061, -0.2384)
C (-1.9732, -0.3082, 0.3411)
O (-1.8064, -1.0930, 1.1758)
N (-1.0003, 0.4613, -0.2707)
C (0.3429, 0.1315, -0.1269)
C (1.3080, 1.2093, 0.2292)
C (2.5931, 0.8221, 0.4333)
C (3.0586, -0.5146, 0.1627)
C (2.0773, -1.5413, -0.2180)
N (0.7410, -1.0753, -0.3802)
H (-3.6536, 1.0072, -0.4262)
H (-3.6908, -0.6207, -1.1537)
H (-4.0837, 0.0742, 0.5501)
H (-1.2375, 1.1290, -1.1536)
H (0.9237, 2.0050, 0.5199)
H (3.3195, 1.5627, 0.7915)
H (4.1056, -0.8480, 0.3912)
H (2.4230, -2.4072, -0.6271)

As for the SMILES: CC(=O)Nc1ccccn1. The relative energy (zero: lowest compared OMol25 entry of this formula, charge and spin) is 2.326 eV. As for the orbital gap: 9.6 eV. For the HOMO energy, the calculation gives -9.1 eV. The calculation puts the lowest unoccupied orbital energy at 0.55 eV.



7.
Entry from the Open Molecules 2025 dataset: one molecule with the formula C7H8N2O (ωB97M-V/def2-TZVPD).

Positions of all 18 atoms, in Å:
O (-3.4167, -0.0302, -0.1046)
C (-1.9989, -0.0720, 0.3172)
N (-1.3150, 1.1813, -0.0818)
C (0.0099, 0.7465, -0.0627)
C (1.1768, 1.4254, -0.2024)
C (2.4921, 0.7157, -0.0856)
C (2.4925, -0.6924, 0.0871)
C (1.2033, -1.3810, -0.1025)
C (0.0046, -0.5390, -0.2907)
N (-1.2724, -1.0960, -0.3418)
H (-3.6262, 0.2975, -1.2071)
H (-2.1315, -0.5130, 1.3888)
H (-1.5407, 1.9779, 0.6581)
H (1.1687, 2.4435, -0.2870)
H (3.4645, 1.0772, -0.1038)
H (3.5240, -1.3089, 0.3786)
H (1.1593, -2.3958, -0.3193)
H (-1.3940, -1.8367, 0.3595)

As for the SMILES: OC1Nc2ccccc2N1. The relative energy (zero: lowest compared OMol25 entry of this formula, charge and spin) is 3.437 eV. As for the orbital gap: 8.9 eV. For the HOMO energy, the calculation gives -8.2 eV. The calculation puts the lowest unoccupied orbital energy at 0.73 eV.



8.
Entry from the Open Molecules 2025 dataset: one molecule with the formula C7H8N2O (ωB97M-V/def2-TZVPD).

Positions of all 18 atoms, in Å:
C (-1.4301, -1.6563, 0.2620)
C (0.5255, 1.3531, -0.1145)
C (1.7786, 0.8837, 0.0304)
C (-1.0085, -0.4922, 0.2131)
C (-0.7872, 0.7989, -0.0339)
C (1.5265, -1.4981, -0.2331)
C (-1.9155, 1.7514, -0.2626)
N (-1.8576, -2.8320, 0.4430)
N (2.0048, -0.4779, 0.4143)
O (1.6178, -2.6327, 0.0628)
H (0.3681, 2.4573, -0.4132)
H (2.6726, 1.4542, 0.2349)
H (1.1072, -1.2604, -1.2728)
H (-2.0686, 2.4497, 0.6284)
H (-2.7202, 1.3546, -0.8261)
H (-1.3714, 2.4750, -0.9669)
H (2.7737, -0.6536, 1.0471)
H (-1.2157, -3.4747, 0.7870)

As for the expectation value of S²: 2.04. The relative energy (zero: lowest compared OMol25 entry of this formula, charge and spin) is 0.651 eV. As for the orbital gap (spin up / spin down): 7.4 / 6.5 eV. Its spin multiplicity is 3. For the HOMO energy (spin up / spin down), the calculation gives -6.6 / -8.9 eV. The calculation puts the lowest unoccupied orbital energy (spin up / spin down) at 0.79 / -2.38 eV.



9.
Entry from the Open Molecules 2025 dataset: one molecule with the formula C7H8N2O2 (ωB97M-V/def2-TZVPD).

Positions of all 19 atoms, in Å:
C (0.0513, 2.4867, 0.5722)
C (0.9610, 1.7434, 0.4116)
O (2.1808, 1.1792, 0.3211)
C (2.6552, -0.0704, -0.0129)
O (3.8275, -0.3166, -0.0579)
N (1.7583, -1.0751, -0.2111)
C (0.3425, -0.8927, -0.1108)
C (-0.3746, -1.5987, 0.9742)
N (-0.2166, -0.2679, -1.0700)
C (-1.4331, 0.1210, -1.3391)
C (-2.2625, 0.7668, -0.5264)
H (-0.8564, 3.0569, 0.5257)
H (2.0875, -2.0215, -0.1970)
H (-1.4030, -1.6346, 0.7079)
H (-0.3434, -1.0740, 1.9524)
H (0.0811, -2.5591, 1.0578)
H (-1.7178, 0.0806, -2.4207)
H (-2.1930, 0.9151, 0.4972)
H (-3.1448, 1.1608, -1.0741)

As for the SMILES: C#COC(=O)N/C(C)=N/C=C. The relative energy (zero: lowest compared OMol25 entry of this formula, charge and spin) is 4.762 eV. As for the orbital gap: 9.4 eV. For the HOMO energy, the calculation gives -9.0 eV. The calculation puts the lowest unoccupied orbital energy at 0.35 eV.



10.
Entry from the Open Molecules 2025 dataset: a 2-piece molecular cluster, C7H8N2O2S overall (ωB97M-V/def2-TZVPD).

Positions of all 20 atoms, in Å:
C (1.0453, -2.0281, 0.5860)
C (0.2635, -1.7152, -0.6427)
C (-0.8773, -0.9997, -0.2340)
N (-1.5297, -0.1276, 0.1511)
O (-2.3313, 0.6068, 0.6272)
H (1.8931, -2.7262, 0.5475)
H (0.3751, -2.4320, 1.3976)
H (1.4318, -1.0945, 1.0400)
H (0.1150, -2.4861, -1.3389)
H (0.7028, -0.9006, -1.3601)
O (1.2835, 1.1413, -0.1605)
C (0.4952, 1.8143, -0.8604)
C (-0.4260, 2.9048, -0.4060)
C (-0.3366, 3.5172, 0.8108)
S (-1.4424, 4.7703, 0.9977)
C (-1.9215, 4.4360, -0.6905)
N (-1.3494, 3.4883, -1.2337)
H (0.3243, 1.5669, -1.8693)
H (0.2112, 3.0905, 1.6383)
H (-2.6334, 5.0170, -1.2011)

As for the SMILES: CCC#[N+][O-].O=Cc1cscn1. The relative energy (zero: lowest compared OMol25 entry of this formula, charge and spin) is 4.823 eV. As for the orbital gap: 8.9 eV. For the HOMO energy, the calculation gives -9.1 eV. The calculation puts the lowest unoccupied orbital energy at -0.17 eV.



11.
Entry from the Open Molecules 2025 dataset: C7H8N2O3 as an isolated structure (ωB97M-V/def2-TZVPD).

Positions of all 20 atoms, in Å:
C (0.2979, 1.1624, -1.0770)
C (-0.3776, 0.9216, -2.3075)
C (-1.5422, 0.4069, -1.4600)
C (1.5298, -1.8388, -2.1912)
C (0.4079, -0.6909, 3.0338)
C (0.1527, 0.5065, 2.1143)
C (-0.9309, 0.2191, 1.1627)
N (-0.0959, 1.0258, -3.5372)
N (-0.7238, 0.6729, -0.3088)
O (2.0843, -1.2724, -1.3649)
O (-2.6454, -0.0195, -1.5390)
O (0.9700, -2.4159, -3.0034)
H (1.2407, 1.5622, -0.7736)
H (0.7112, -1.5551, 2.4472)
H (1.2001, -0.4582, 3.7421)
H (-0.4912, -0.9451, 3.5878)
H (-0.0930, 1.3822, 2.7300)
H (1.0631, 0.7397, 1.5588)
H (-1.9196, -0.1352, 1.3517)
H (-0.8380, 0.7319, -4.1655)

The relative energy (zero: lowest compared OMol25 entry of this formula, charge and spin) is 3.225 eV. As for the orbital gap (spin up / spin down): 7.5 / 7.9 eV. For the HOMO energy (spin up / spin down), the calculation gives -7.6 / -8.0 eV. The calculation puts the lowest unoccupied orbital energy (spin up / spin down) at -0.18 / -0.10 eV.



12.
Entry from the Open Molecules 2025 dataset: one molecule with the formula C7H8N2O3 (ωB97M-V/def2-TZVPD).

Positions of all 20 atoms, in Å:
C (0.3069, -2.1361, -1.1467)
N (0.5216, -0.7725, -1.2275)
C (1.4744, -0.2254, -0.1432)
C (0.7968, 0.3759, 1.0382)
N (0.9732, 0.1042, 2.3518)
C (0.0760, 0.8426, 2.9591)
O (-0.7578, 1.5239, 2.1358)
C (-0.3129, 1.2375, 0.8680)
C (-0.9630, 1.1086, -0.5220)
O (-2.3343, 1.4879, -0.5629)
O (-0.2652, 1.4822, -1.6515)
C (-0.5678, 0.0911, -1.5405)
H (1.2102, -2.6718, -0.9442)
H (-0.5381, -2.4638, -0.2716)
H (-0.3125, -2.4661, -2.0405)
H (2.3297, 0.4569, -0.3904)
H (2.0625, -1.1053, 0.1402)
H (-0.0057, 0.9388, 3.9785)
H (-2.4053, 2.4756, -0.8224)
H (-1.2887, -0.2844, -2.2082)

As for the SMILES: CN1Cc2ncoc2[C@@]2(O)O[C@@H]12. The relative energy (zero: lowest compared OMol25 entry of this formula, charge and spin) is 3.793 eV. As for the orbital gap: 9.2 eV. For the HOMO energy, the calculation gives -8.4 eV. The calculation puts the lowest unoccupied orbital energy at 0.76 eV.